Computed, not measured: a 5-piece molecular cluster, C27H67NO17P2S overall, with the ωB97M-V functional and the def2-TZVPD basis.

Last column: Mulliken charge in e.
Atoms and positions in Å:
C (6.8343, -0.5121, 2.9588)  -0.723
C (5.9391, 0.8588, 3.2371)  -0.402
S (4.5305, 0.8443, 1.9819)  -0.026
C (2.9594, 0.7846, 3.0680)  -0.381
O (1.7690, 0.3459, 2.2846)  -0.011
P (0.6924, -0.6070, 3.2681)  0.836
O (-0.6654, -1.0218, 2.5124)  -0.598
O (0.1581, 0.4692, 4.5768)  -0.505
O (1.4243, -1.9797, 4.0496)  -0.319
P (2.1312, -3.0951, 2.9157)  0.317
N (3.8781, -3.1760, 3.4146)  -0.635
O (2.1258, -2.5004, 1.2796)  -0.465
H (6.9829, -0.7195, 1.8147)  0.256
H (7.8991, -0.4771, 3.4966)  0.295
H (6.2009, -1.4032, 3.3878)  0.125
H (5.4859, 0.8023, 4.3177)  0.186
H (6.6883, 1.7600, 3.1046)  0.317
H (3.1230, 0.0826, 4.0189)  0.265
H (2.7839, 1.9210, 3.3852)  0.232
H (0.7178, 0.2817, 5.4107)  0.287
H (3.8473, -3.6850, 4.3488)  0.324
H (4.0757, -2.1706, 3.7029)  0.226
H (1.1881, -2.5183, 0.8741)  0.396
C (0.1140, 0.0309, -0.7762)  -0.682
O (0.3299, 1.0436, -1.7420)  -0.319
C (1.1253, 2.1189, -1.2698)  -0.059
C (2.1854, 2.5309, -2.3009)  -0.350
O (3.2293, 1.5753, -2.5278)  -0.486
C (2.8534, 0.3371, -3.1423)  -0.156
C (2.3705, 0.4405, -4.5953)  -0.600
O (1.1054, 1.0951, -4.6770)  -0.203
C (1.0417, 2.0718, -5.7054)  -0.970
H (-0.7102, 0.3165, -0.1156)  0.375
H (-0.1528, -0.8885, -1.3047)  0.378
H (1.0147, -0.1726, -0.1869)  0.151
H (1.6235, 1.8744, -0.3194)  -0.121
H (0.4585, 2.9695, -1.0899)  0.408
H (2.6895, 3.4267, -1.9212)  0.462
H (1.7287, 2.8297, -3.2431)  0.033
H (2.1413, -0.2013, -2.5169)  -0.078
H (3.7633, -0.2743, -3.1434)  0.438
H (2.2318, -0.5710, -4.9954)  0.346
H (3.1299, 0.9471, -5.1980)  0.401
H (1.9700, 2.6482, -5.7748)  0.494
H (0.2348, 2.7686, -5.4585)  0.246
H (0.8177, 1.5935, -6.6601)  0.330
C (0.7629, 6.2886, 6.1919)  -0.822
O (0.6537, 5.1436, 7.0176)  -0.304
C (0.9355, 3.9278, 6.3435)  -0.404
C (1.8384, 3.0137, 7.1837)  0.004
O (3.1833, 3.4743, 7.3665)  -0.471
C (3.3617, 4.6649, 8.1429)  -0.309
C (2.9974, 4.5454, 9.6289)  -0.495
O (1.5895, 4.3999, 9.8086)  -0.297
C (1.2420, 3.3825, 10.7359)  -0.831
H (-0.1592, 6.4229, 5.6184)  0.316
H (0.9126, 7.1580, 6.8379)  0.243
H (1.6211, 6.2251, 5.5140)  0.375
H (1.4092, 4.1011, 5.3654)  0.290
H (-0.0184, 3.4177, 6.1686)  0.354
H (1.9283, 2.0575, 6.6561)  0.113
H (1.3814, 2.7763, 8.1431)  0.070
H (2.8607, 5.5099, 7.6705)  0.083
H (4.4329, 4.8903, 8.0865)  0.429
H (3.2896, 5.4700, 10.1408)  0.394
H (3.5521, 3.7152, 10.0758)  0.330
H (1.8814, 2.5003, 10.6279)  0.391
H (0.2125, 3.0748, 10.5280)  0.236
H (1.2974, 3.7713, 11.7537)  0.300
C (-2.1513, -6.9240, -2.2498)  -0.882
O (-2.2203, -5.6704, -1.5953)  -0.216
C (-3.2771, -4.8451, -2.0580)  -0.526
C (-4.0282, -4.1851, -0.8931)  -0.094
O (-4.7946, -5.0741, -0.0706)  -0.478
C (-4.0646, -6.0310, 0.7062)  -0.292
C (-3.1889, -5.4459, 1.8224)  -0.534
O (-2.0750, -4.7320, 1.2886)  -0.283
C (-1.8565, -3.4774, 1.9163)  -0.577
H (-1.6186, -6.8188, -3.1998)  0.302
H (-1.5991, -7.6123, -1.6041)  0.232
H (-3.1447, -7.3523, -2.4216)  0.401
H (-3.9941, -5.4051, -2.6773)  0.329
H (-2.8352, -4.0609, -2.6827)  0.378
H (-4.7552, -3.4846, -1.3193)  0.422
H (-3.3610, -3.5784, -0.2827)  -0.080
H (-3.4994, -6.7008, 0.0580)  0.057
H (-4.8260, -6.6586, 1.1837)  0.430
H (-2.7817, -6.2691, 2.4215)  0.390
H (-3.8005, -4.8160, 2.4749)  0.322
H (-2.7983, -2.9597, 2.1259)  0.426
H (-1.2792, -2.8524, 1.2280)  -0.107
H (-1.2846, -3.6151, 2.8351)  0.367
C (-2.4976, 0.5004, -5.5898)  -0.782
O (-3.3311, -0.1570, -6.5267)  -0.290
C (-4.7063, 0.1608, -6.3852)  -0.537
C (-5.3641, 0.4353, -7.7448)  -0.265
O (-4.9345, 1.6313, -8.4077)  -0.475
C (-3.5743, 1.6725, -8.8552)  -0.114
C (-3.2194, 0.6924, -9.9814)  -0.535
O (-3.2359, -0.6575, -9.5198)  -0.248
C (-3.9059, -1.5463, -10.4013)  -0.855
H (-2.4998, -0.0464, -4.6420)  0.351
H (-1.4812, 0.5138, -5.9929)  0.165
H (-2.8048, 1.5389, -5.4251)  0.367
H (-4.8610, 1.0303, -5.7284)  0.317
H (-5.1991, -0.7013, -5.9221)  0.380
H (-6.4385, 0.5675, -7.5748)  0.428
H (-5.2768, -0.4230, -8.4093)  0.059
H (-2.8898, 1.5841, -8.0116)  -0.064
H (-3.4282, 2.6860, -9.2464)  0.432
H (-2.1981, 0.8995, -10.3226)  0.383
H (-3.9001, 0.8420, -10.8245)  0.340
H (-4.8087, -1.0936, -10.8241)  0.402
H (-4.2126, -2.4246, -9.8249)  0.232
H (-3.2295, -1.8624, -11.1968)  0.296

Computed properties:
2S+1   1
SMILES   CCSCO[P@](=O)(O)OP(N)O.COCCOCCOC.COCCOCCOC.COCCOCCOC.COCCOCCOC
Gap between HOMO and LUMO   8.64 eV

=====

Computed, not measured: a 2-piece molecular cluster, C2H8NOP overall, with the ωB97M-V functional and the def2-TZVPD basis.

Last column: natural (NBO) charge in e.
Atoms and positions in Å:
C (-1.1719, -0.9489, -2.1306)  -0.384
C (-0.7129, -1.8007, -1.2392)  -0.382
H (-0.9444, 0.1031, -2.0724)  0.194
H (-1.7921, -1.2569, -2.9573)  0.188
H (-0.9323, -2.8542, -1.2799)  0.188
H (-0.0994, -1.4725, -0.4162)  0.194
N (0.5239, 1.2441, 0.2758)  -1.164
P (0.1732, 0.7642, 1.8545)  1.019
O (1.4324, 1.4361, 2.7093)  -1.003
H (1.5129, 1.3312, 0.0661)  0.388
H (0.0178, 2.0559, -0.0494)  0.385
H (0.8241, -0.4766, 1.7225)  -0.116
H (1.1687, 1.8753, 3.5166)  0.493

Computed properties:
2S+1   1
SMILES   C=C.NPO
ΔE to the lowest compared entry with this formula, charge and spin   1.407 eV
Gap between HOMO and LUMO   10.29 eV

=====

Computed, not measured: C18H28ClNO as an isolated structure, with the ωB97M-V functional and the def2-TZVPD basis.

Last column: natural (NBO) charge in e.
Atoms and positions in Å:
C (1.1886, 1.2669, -4.8969)  -0.543
H (0.0121, 1.3813, -5.0495)  0.165
C (1.2646, 0.9425, -3.3341)  -0.424
H (2.3897, 0.9259, -3.2699)  0.215
C (0.5127, -0.0813, -3.0612)  -0.207
C (1.2495, -1.4815, -3.6907)  -0.595
H (0.9334, -2.3257, -3.2000)  0.211
H (0.8124, -1.5983, -4.7517)  0.194
H (2.1730, -1.6285, -3.6024)  0.184
H (-0.4428, -0.1233, -3.2174)  0.196
C (0.7721, -0.5831, -1.4653)  -0.112
N (-0.0430, -1.6272, -1.0518)  -0.476
C (0.5402, -1.9384, 0.1709)  -0.210
C (0.4590, -1.3779, 1.5598)  -0.456
H (0.8792, -0.3365, 1.3226)  0.195
H (1.0116, -1.8352, 2.3282)  0.235
C (-0.9599, -0.8161, 1.8060)  0.050
C (-1.5758, -0.3857, 0.4998)  -0.451
C (-1.4836, -1.3368, -0.6274)  -0.205
H (-1.6712, -0.8338, -1.5822)  0.210
H (-1.9358, -2.2432, -0.7162)  0.217
H (-2.5890, -0.4786, 0.6139)  0.235
H (-1.2493, 0.4694, 0.3877)  0.217
C (-1.5956, -2.3254, 2.2679)  0.007
O (-1.4117, -2.8950, 3.3772)  -0.723
H (-1.6625, -3.5455, 3.7729)  0.481
H (-2.7916, -1.8085, 2.4237)  0.040
H (-1.8233, -3.1430, 1.5224)  0.169
C (-1.0164, 0.0427, 2.9179)  -0.447
C (-0.4277, 1.4030, 2.7699)  -0.099
C (0.7902, 1.4383, 3.0319)  -0.175
C (1.4043, 2.7612, 2.6976)  -0.168
C (0.8113, 3.7740, 2.2921)  -0.258
C (-0.5336, 3.7933, 1.9263)  -0.227
C (-1.1527, 2.5218, 2.1808)  0.012
Cl (-2.8983, 2.2027, 2.0123)  -0.021
H (-1.2793, 4.5242, 1.5620)  0.249
H (1.5513, 4.7004, 2.1488)  0.227
H (2.5718, 2.7842, 3.0051)  0.205
H (1.5071, 0.5475, 3.4021)  0.239
H (-0.5686, -0.3500, 3.9488)  0.224
H (-1.9608, 0.0674, 3.1267)  0.223
H (1.7493, -2.2854, -0.0428)  0.174
H (0.2157, -2.9907, 0.2861)  0.179
H (1.7838, -0.5966, -1.3355)  0.193
H (0.4097, 0.6826, -0.8843)  0.063
H (1.0376, 1.9657, -2.8494)  0.208
H (1.5720, 0.6463, -5.4884)  0.182
H (1.4704, 2.1302, -5.2443)  0.196

Computed properties:
2S+1   1
ΔE to the lowest compared entry with this formula, charge and spin   16.513 eV
Gap between HOMO and LUMO   8.84 eV

=====

Computed, not measured: C29H48NP3PtS2 as an isolated structure, with the ωB97M-V functional and the def2-TZVPD basis.

Last column: Löwdin spin population.
Atoms and positions in Å:
Pt (-0.3384, 0.4286, -0.7790)  0.514
P (-2.0401, 2.0915, -0.9177)  0.235
P (-1.6763, -1.3926, -0.1768)  0.062
P (1.6698, 1.5104, -1.4320)  0.076
H (1.2138, -3.9290, -2.4310)  0.000
C (2.2340, -3.6370, -2.1511)  0.002
C (2.6421, -3.5911, -0.8665)  0.003
H (1.9804, -3.9039, -0.0495)  0.000
C (-2.9523, 1.9633, -2.4798)  0.055
C (-3.3172, 2.0779, 0.3865)  0.032
C (-1.3287, 3.7609, -0.8256)  0.034
C (-0.6363, -2.8692, -0.1227)  0.027
C (-2.4897, -1.3772, 1.4697)  0.006
C (-2.9882, -1.6504, -1.4058)  0.007
C (2.8230, 0.1293, -1.6192)  0.036
C (2.4959, 2.7004, -0.3029)  0.006
C (1.5810, 2.4380, -3.0000)  0.012
H (2.9554, -3.5041, -2.9591)  0.000
H (3.6571, -3.2995, -0.6129)  0.000
H (-3.6817, 2.7824, -2.5225)  0.010
H (-3.4748, 1.0001, -2.5294)  0.001
H (-2.2578, 2.0291, -3.3262)  0.009
H (-4.0909, 2.8178, 0.1283)  0.008
H (-2.8766, 2.3592, 1.3538)  0.001
H (-3.7920, 1.0922, 0.4787)  0.001
H (-2.1201, 4.4957, -1.0408)  0.008
H (-0.5098, 3.8899, -1.5475)  0.001
H (-0.9431, 3.9523, 0.1879)  0.000
H (-1.2654, -3.7555, -0.2734)  0.004
H (-0.1611, -2.9292, 0.8639)  0.000
H (0.1556, -2.8474, -0.8792)  0.003
H (-3.2176, -2.2014, 1.5202)  0.001
H (-3.0173, -0.4329, 1.6580)  0.000
H (-1.7374, -1.5333, 2.2580)  0.000
H (-3.3902, -2.6622, -1.2674)  0.000
H (-2.5797, -1.5503, -2.4210)  0.006
H (-3.7876, -0.9123, -1.2579)  0.000
H (3.7544, 0.4764, -2.0794)  0.006
H (2.3793, -0.6608, -2.2335)  0.004
H (3.0415, -0.2849, -0.6281)  0.002
H (3.1112, 3.3944, -0.8957)  0.001
H (3.1394, 2.1737, 0.4151)  0.000
H (1.7546, 3.2861, 0.2562)  0.000
H (1.9379, 1.8183, -3.8289)  0.002
H (2.2082, 3.3366, -2.9157)  0.000
H (0.5495, 2.7409, -3.2100)  0.002
C (0.4154, -0.6461, -4.6802)  0.290
C (0.1227, 0.0520, -5.8744)  0.097
C (0.6091, -0.3703, -7.1067)  0.045
C (1.4344, -1.4988, -7.1897)  0.256
C (1.7699, -2.1837, -6.0160)  0.079
C (1.2662, -1.7666, -4.7837)  0.073
S (-0.4394, -0.1456, -3.2215)  0.876
H (-0.6105, 0.4908, 1.7399)  0.005
H (-0.5343, 0.9165, -5.7907)  0.004
H (0.3301, 0.1722, -8.0033)  0.000
H (1.8048, -1.8394, -8.1542)  0.009
H (2.4122, -3.0581, -6.0811)  0.002
H (1.4958, -2.3170, -3.8725)  0.001
N (0.0127, 1.0040, 1.1199)  0.305
S (1.9138, 0.6326, 2.4375)  0.444
C (1.8279, 1.8508, 3.7069)  0.045
C (3.0136, 2.5423, 4.0370)  0.033
C (2.9718, 3.5963, 4.9508)  0.001
C (1.7529, 3.9648, 5.5433)  0.029
C (0.5799, 3.2746, 5.2209)  -0.001
C (0.6158, 2.2182, 4.3034)  0.022
C (1.5142, -0.9294, 3.1895)  0.033
C (0.7215, -1.0673, 4.3311)  0.048
C (0.3525, -2.3418, 4.7686)  -0.004
C (0.8143, -3.4794, 4.1007)  0.071
C (1.6451, -3.3435, 2.9860)  0.000
C (2.0051, -2.0789, 2.5364)  0.049
H (-0.1365, 2.0033, 1.2867)  0.004
H (3.9440, 2.2263, 3.5687)  0.003
H (3.8869, 4.1308, 5.2069)  0.000
H (1.7203, 4.7831, 6.2631)  0.001
H (-0.3731, 3.5458, 5.6812)  0.000
H (-0.2880, 1.6689, 4.0385)  0.000
H (0.4009, -0.1720, 4.8619)  0.002
H (-0.2876, -2.4374, 5.6463)  -0.001
H (0.5369, -4.4709, 4.4643)  0.003
H (2.0228, -4.2285, 2.4772)  -0.001
H (2.6647, -1.9499, 1.6741)  0.002

Computed properties:
2S+1   5
Charge   +4
ΔE to the lowest compared entry with this formula, charge and spin   0.661 eV
Gap between HOMO and LUMO (spin up / spin down)   5.57 / 3.06 eV

=====

Number 1: molecular weight 771.8 g/mol, largest force on an atom 6.89 eV Å⁻¹. Number 2: molecular weight 93.1 g/mol, largest force on an atom 0.33 eV Å⁻¹. Number 3: molecular weight 309.9 g/mol, largest force on an atom 14.19 eV Å⁻¹. Number 4: molecular weight 762.8 g/mol, largest force on an atom 2.56 eV Å⁻¹.